Entry 1:
Density functional theory data (the ωB97M-V functional and the def2-TZVPD basis) for 10 unconnected molecules or ions with the total composition C54H106ClF2N15O4S2.

Positions of all 184 atoms, in Å:
C (-27.617, -8.538, 3.701)
C (-27.951, -7.722, 4.990)
C (-26.687, -7.099, 5.675)
C (-26.042, -5.933, 4.747)
N (-24.772, -5.340, 5.386)
C (-23.581, -6.322, 5.407)
C (-22.464, -5.617, 4.656)
C (-22.711, -4.140, 4.659)
C (-24.265, -4.109, 4.527)
C (-25.181, -4.832, 6.804)
H (-27.341, -7.833, 2.918)
H (-28.548, -8.953, 3.315)
H (-26.872, -9.328, 3.795)
H (-28.328, -8.413, 5.743)
H (-28.694, -6.951, 4.786)
H (-25.944, -7.816, 6.023)
H (-27.025, -6.607, 6.588)
H (-26.739, -5.108, 4.603)
H (-25.732, -6.391, 3.808)
H (-23.357, -6.453, 6.466)
H (-23.918, -7.144, 4.777)
H (-21.515, -5.693, 5.188)
H (-22.485, -5.991, 3.632)
H (-22.556, -3.698, 5.643)
H (-22.164, -3.583, 3.898)
H (-24.631, -3.120, 4.804)
H (-24.580, -4.316, 3.504)
H (-24.403, -4.273, 7.324)
H (-25.362, -5.604, 7.551)
H (-26.099, -4.287, 6.580)
C (-18.621, -2.085, 6.488)
C (-19.280, -2.680, 5.245)
C (-19.118, -1.749, 4.032)
C (-19.597, -2.289, 2.626)
N (-19.218, -1.399, 1.393)
C (-19.682, -2.106, 0.119)
C (-18.674, -1.702, -0.970)
C (-17.405, -1.665, -0.264)
C (-17.750, -1.296, 1.164)
C (-19.884, 0.018, 1.440)
H (-19.163, -1.231, 6.895)
H (-17.588, -1.747, 6.408)
H (-18.470, -2.885, 7.213)
H (-20.355, -2.810, 5.371)
H (-18.738, -3.594, 5.002)
H (-18.044, -1.567, 3.979)
H (-19.755, -0.930, 4.366)
H (-20.674, -2.455, 2.634)
H (-19.111, -3.252, 2.468)
H (-20.690, -1.872, -0.222)
H (-19.558, -3.172, 0.309)
H (-18.892, -0.733, -1.419)
H (-18.598, -2.406, -1.799)
H (-16.831, -0.852, -0.709)
H (-16.912, -2.632, -0.360)
H (-17.506, -0.269, 1.436)
H (-17.293, -1.874, 1.968)
H (-19.408, 0.491, 2.298)
H (-20.961, -0.056, 1.586)
H (-19.704, 0.534, 0.496)
C (-12.993, -8.504, 8.384)
C (-14.066, -9.213, 7.586)
N (-14.004, -9.028, 6.156)
C (-13.563, -9.939, 5.231)
C (-13.764, -9.404, 3.987)
N (-14.101, -8.026, 4.125)
C (-14.381, -7.845, 5.483)
C (-14.645, -7.126, 3.015)
H (-12.035, -9.012, 8.500)
H (-13.284, -8.589, 9.431)
H (-12.865, -7.468, 8.072)
H (-15.096, -9.039, 7.898)
H (-14.056, -10.294, 7.728)
H (-13.353, -10.956, 5.525)
H (-13.792, -9.962, 3.063)
H (-14.886, -7.013, 5.951)
H (-13.850, -6.547, 2.544)
H (-15.276, -6.396, 3.521)
H (-15.234, -7.690, 2.292)
C (-19.790, -6.989, 2.479)
C (-18.351, -7.478, 2.060)
N (-18.295, -8.936, 2.383)
C (-18.964, -9.965, 1.732)
C (-18.646, -11.118, 2.365)
N (-17.815, -10.810, 3.430)
C (-17.530, -9.481, 3.401)
C (-17.492, -11.799, 4.468)
H (-20.526, -7.629, 1.993)
H (-19.994, -6.003, 2.060)
H (-19.947, -7.096, 3.552)
H (-17.447, -6.945, 2.357)
H (-18.205, -7.401, 0.983)
H (-19.637, -9.762, 0.913)
H (-18.992, -12.134, 2.247)
H (-16.925, -9.011, 4.163)
H (-16.622, -12.290, 4.032)
H (-18.248, -12.554, 4.685)
H (-17.229, -11.270, 5.384)
C (-17.094, -4.574, -3.862)
C (-17.481, -5.890, -4.474)
N (-17.375, -7.000, -3.549)
C (-16.800, -7.009, -2.271)
C (-16.704, -8.280, -1.813)
N (-17.313, -9.132, -2.755)
C (-17.615, -8.376, -3.871)
C (-17.489, -10.580, -2.547)
H (-17.898, -4.258, -3.197)
H (-16.858, -3.909, -4.693)
H (-16.180, -4.454, -3.280)
H (-16.859, -6.104, -5.342)
H (-18.484, -5.931, -4.900)
H (-16.663, -6.087, -1.726)
H (-16.271, -8.652, -0.897)
H (-18.030, -8.805, -4.772)
H (-17.800, -11.091, -3.458)
H (-18.272, -10.773, -1.815)
H (-16.590, -11.062, -2.162)
C (-18.372, -15.132, -3.901)
C (-17.568, -13.967, -3.151)
N (-16.815, -14.531, -1.976)
C (-15.936, -15.594, -2.029)
C (-15.388, -15.751, -0.783)
N (-15.864, -14.686, -0.016)
C (-16.719, -13.950, -0.746)
C (-15.729, -14.586, 1.405)
H (-19.041, -14.730, -4.662)
H (-18.867, -15.743, -3.146)
H (-17.624, -15.780, -4.358)
H (-18.331, -13.251, -2.846)
H (-16.865, -13.353, -3.713)
H (-15.865, -16.149, -2.952)
H (-14.766, -16.530, -0.366)
H (-17.188, -13.042, -0.396)
H (-16.174, -13.652, 1.748)
H (-14.686, -14.666, 1.711)
H (-16.309, -15.374, 1.887)
C (-15.799, -19.257, 4.304)
C (-16.648, -18.020, 3.947)
N (-16.150, -16.796, 4.658)
C (-14.952, -16.249, 4.438)
C (-14.708, -15.212, 5.246)
N (-15.803, -15.107, 6.005)
C (-16.778, -16.032, 5.594)
C (-16.002, -13.994, 6.926)
H (-14.850, -19.343, 3.775)
H (-16.338, -20.139, 3.958)
H (-15.679, -19.202, 5.386)
H (-17.692, -18.137, 4.236)
H (-16.696, -17.866, 2.869)
H (-14.317, -16.767, 3.735)
H (-13.876, -14.538, 5.383)
H (-17.779, -16.079, 5.996)
H (-15.541, -13.160, 6.397)
H (-15.446, -14.213, 7.837)
H (-17.060, -13.840, 7.138)
C (-23.407, -12.555, 3.044)
C (-22.296, -11.673, 2.599)
N (-21.680, -11.136, 3.819)
C (-20.930, -11.935, 4.652)
C (-20.386, -11.201, 5.635)
N (-20.898, -9.897, 5.501)
C (-21.669, -9.853, 4.371)
C (-20.748, -8.827, 6.517)
H (-23.140, -13.593, 3.239)
H (-24.136, -12.533, 2.234)
H (-23.825, -12.313, 4.021)
H (-22.560, -10.752, 2.079)
H (-21.607, -12.228, 1.962)
H (-20.801, -12.987, 4.445)
H (-19.674, -11.444, 6.410)
H (-22.212, -9.008, 3.976)
H (-20.166, -9.252, 7.335)
H (-21.700, -8.474, 6.914)
H (-20.255, -7.955, 6.085)
Cl (-17.384, -11.152, 8.193)
N (-21.843, -6.580, -1.478)
S (-20.972, -7.866, -1.772)
O (-20.111, -8.294, -0.741)
O (-20.636, -8.177, -3.163)
F (-22.230, -8.901, -1.525)
S (-20.480, -5.631, -1.921)
O (-20.267, -5.325, -3.320)
O (-19.302, -5.585, -1.002)
F (-21.136, -4.224, -1.409)

- LUMO energy (alpha / beta) (Eh) = -0.3398 / -0.3407
- orbital gap (alpha / beta) (eV) = 4.125 / 6.848
- spin multiplicity = 2
- highest occupied orbital energy (alpha / beta) (eV) = -13.372 / -16.117
- charge = +5

Atomic partial charges in e from the Mulliken method, atoms 1 to 5: -1.1430 -0.6298 -0.5476 -0.9587 0.5046

Entry 2:
Density functional theory data (the ωB97M-V functional and the def2-TZVPD basis) for a molecular structure, C54H114F12MnN12O30PtS12.

Positions of all 236 atoms, in Å:
Pt (-4.164, 0.823, -1.081)
Mn (-2.377, 5.015, 0.249)
N (-8.206, 1.301, -3.448)
S (-9.106, 0.148, -2.883)
O (-10.499, 0.366, -2.854)
O (-8.549, -0.843, -1.947)
F (-8.872, -0.802, -4.158)
S (-7.772, 1.700, -1.809)
O (-6.446, 1.170, -1.428)
O (-8.810, 1.895, -0.795)
F (-7.505, 3.199, -2.261)
N (-3.814, 5.012, -1.134)
S (-4.775, 6.176, -1.547)
O (-6.260, 6.079, -1.507)
O (-4.277, 7.086, -2.573)
F (-4.494, 6.972, -0.112)
S (-4.104, 4.017, -2.484)
O (-4.373, 4.666, -3.760)
O (-4.650, 2.694, -2.093)
F (-2.627, 3.660, -2.752)
N (-2.146, 1.044, -1.062)
S (-1.128, 0.380, -1.990)
O (-0.278, -0.670, -1.468)
O (-0.596, 1.096, -3.170)
F (-2.234, -0.458, -2.736)
S (-0.837, 1.968, -0.206)
O (-1.061, 3.371, -0.174)
O (0.545, 1.602, -0.125)
F (-1.270, 1.345, 1.177)
N (-5.628, 1.104, -5.357)
S (-4.321, 1.351, -6.200)
O (-3.854, 0.570, -7.323)
O (-3.303, 1.935, -5.391)
F (-4.904, 2.619, -7.072)
S (-4.855, -0.262, -4.533)
O (-4.584, 0.214, -3.166)
O (-3.814, -1.088, -5.150)
F (-6.154, -1.250, -4.381)
N (-3.157, 4.044, 1.732)
S (-3.034, 4.142, 3.313)
O (-2.389, 2.983, 3.916)
O (-3.847, 5.069, 4.081)
F (-1.687, 4.912, 3.044)
S (-4.574, 2.997, 1.780)
O (-5.411, 2.858, 2.932)
O (-4.479, 1.833, 0.821)
F (-5.445, 3.877, 0.801)
N (-1.195, 6.546, 0.799)
S (0.339, 6.881, 0.867)
O (1.171, 6.464, 2.000)
O (0.803, 8.108, 0.212)
F (0.707, 5.844, -0.294)
S (-1.385, 7.798, 1.892)
O (-1.583, 9.128, 1.400)
O (-0.977, 7.570, 3.257)
F (-2.975, 7.311, 2.056)
C (-1.153, -4.699, -5.002)
C (0.308, -4.214, -4.923)
C (1.227, -5.223, -5.630)
C (2.616, -4.661, -5.688)
C (2.601, -3.297, -6.446)
C (1.691, -2.228, -5.729)
N (0.359, -2.838, -5.379)
O (-0.494, -1.967, -4.660)
C (2.361, -1.585, -4.441)
C (1.357, -1.204, -6.828)
C (0.615, -4.221, -3.379)
H (-1.384, -5.059, -6.005)
H (-1.953, -3.979, -4.831)
H (-1.238, -5.549, -4.325)
H (1.361, -6.072, -4.961)
H (0.992, -5.570, -6.636)
H (3.090, -5.297, -6.437)
H (3.057, -4.686, -4.692)
H (2.221, -3.588, -7.425)
H (3.599, -2.884, -6.594)
H (2.938, -2.384, -3.974)
H (3.132, -0.865, -4.717)
H (1.717, -1.044, -3.748)
H (0.650, -0.427, -6.536)
H (2.351, -0.845, -7.091)
H (1.056, -1.786, -7.699)
H (0.456, -5.193, -2.911)
H (-0.021, -3.570, -2.779)
H (1.672, -4.042, -3.184)
H (-1.130, -1.728, -5.338)
C (-5.670, -0.769, 1.905)
C (-5.104, -2.276, 1.465)
C (-6.357, -3.252, 1.595)
C (-6.171, -4.575, 0.950)
C (-5.764, -4.371, -0.521)
C (-4.424, -3.502, -0.690)
N (-4.585, -2.238, 0.053)
O (-3.430, -1.378, -0.057)
C (-3.155, -4.396, -0.230)
C (-4.328, -3.114, -2.217)
C (-4.080, -2.774, 2.483)
H (-6.455, -0.353, 1.273)
H (-4.863, -0.039, 1.976)
H (-6.064, -0.755, 2.921)
H (-6.836, -3.293, 2.574)
H (-7.188, -2.787, 1.065)
H (-6.959, -5.325, 1.009)
H (-5.443, -5.183, 1.487)
H (-6.592, -3.913, -1.062)
H (-5.689, -5.331, -1.032)
H (-2.225, -3.882, -0.473)
H (-3.220, -4.587, 0.841)
H (-3.167, -5.377, -0.704)
H (-5.261, -2.686, -2.583)
H (-3.511, -2.445, -2.490)
H (-4.192, -4.083, -2.698)
H (-4.079, -2.261, 3.445)
H (-3.098, -2.632, 2.032)
H (-4.199, -3.812, 2.792)
H (-2.748, -1.873, 0.405)
C (2.237, 3.029, 5.863)
C (3.076, 1.935, 5.192)
C (2.199, 1.106, 4.244)
C (1.866, 1.796, 2.840)
C (3.223, 2.259, 2.225)
C (4.130, 3.144, 3.097)
N (4.216, 2.523, 4.455)
O (5.332, 2.880, 5.266)
C (5.485, 3.160, 2.405)
C (3.586, 4.645, 3.208)
C (3.512, 0.954, 6.253)
H (2.867, 3.836, 6.236)
H (1.667, 2.594, 6.683)
H (1.543, 3.519, 5.179)
H (2.472, 0.051, 4.225)
H (1.194, 1.086, 4.667)
H (1.328, 2.719, 3.058)
H (1.336, 1.155, 2.136)
H (3.029, 2.697, 1.246)
H (3.769, 1.365, 1.923)
H (6.177, 3.738, 3.017)
H (5.966, 2.189, 2.523)
H (5.575, 3.373, 1.340)
H (3.768, 5.146, 2.258)
H (2.508, 4.699, 3.362)
H (4.157, 5.168, 3.975)
H (2.568, 0.525, 6.589)
H (3.958, 1.480, 7.097)
H (4.352, 0.390, 5.850)
H (5.708, 2.049, 5.567)
C (1.144, -3.938, 5.891)
C (-0.177, -3.402, 6.621)
C (0.344, -2.554, 7.901)
C (-0.590, -1.535, 8.281)
C (-1.094, -0.773, 7.170)
C (-1.787, -1.496, 6.039)
N (-0.892, -2.611, 5.572)
O (-1.395, -3.277, 4.503)
C (-3.173, -1.806, 6.560)
C (-2.025, -0.341, 4.937)
C (-1.002, -4.657, 7.086)
H (1.646, -3.053, 5.501)
H (0.951, -4.712, 5.149)
H (1.687, -4.308, 6.760)
H (0.478, -3.268, 8.714)
H (1.400, -2.284, 7.896)
H (-0.223, -0.955, 9.127)
H (-1.366, -1.986, 8.900)
H (-0.175, -0.325, 6.791)
H (-1.618, 0.133, 7.474)
H (-3.623, -2.670, 6.071)
H (-3.203, -1.890, 7.647)
H (-3.819, -0.933, 6.467)
H (-1.095, -0.164, 4.397)
H (-2.617, -0.724, 4.106)
H (-2.272, 0.628, 5.372)
H (-0.571, -5.037, 8.012)
H (-0.849, -5.389, 6.293)
H (-2.077, -4.498, 7.165)
H (-0.904, -2.850, 3.797)
C (3.712, -3.576, 2.748)
C (4.530, -2.860, 1.553)
C (5.523, -1.923, 2.285)
C (6.803, -1.676, 1.484)
C (7.439, -2.917, 1.001)
C (6.455, -3.703, 0.069)
N (5.180, -3.998, 0.797)
O (4.296, -4.754, 0.027)
C (6.222, -2.931, -1.212)
C (7.090, -5.094, -0.214)
C (3.490, -2.047, 0.658)
H (2.993, -4.352, 2.487)
H (3.234, -2.795, 3.339)
H (4.335, -4.086, 3.483)
H (4.990, -0.973, 2.259)
H (5.582, -2.092, 3.360)
H (7.411, -1.081, 2.166)
H (6.545, -1.039, 0.638)
H (7.802, -3.499, 1.849)
H (8.448, -2.653, 0.688)
H (6.400, -1.858, -1.142)
H (6.798, -3.355, -2.035)
H (5.210, -3.094, -1.581)
H (7.057, -5.756, 0.650)
H (6.564, -5.463, -1.095)
H (8.129, -5.036, -0.537)
H (2.728, -2.682, 0.204)
H (4.046, -1.567, -0.147)
H (2.927, -1.350, 1.279)
H (4.083, -5.504, 0.588)
C (1.355, 5.846, -3.638)
C (1.808, 4.386, -3.995)
C (0.922, 3.706, -5.141)
C (1.482, 2.442, -5.762)
C (2.886, 2.776, -6.201)
C (3.868, 3.288, -5.067)
N (3.201, 4.461, -4.445)
O (3.993, 5.011, -3.349)
C (4.259, 2.096, -4.142)
C (5.166, 3.839, -5.729)
C (1.741, 3.525, -2.759)
H (0.342, 5.834, -3.234)
H (1.399, 6.518, -4.494)
H (1.942, 6.278, -2.828)
H (-0.029, 3.402, -4.704)
H (0.719, 4.455, -5.906)
H (0.939, 2.151, -6.661)
H (1.416, 1.519, -5.186)
H (2.847, 3.464, -7.046)
H (3.360, 1.887, -6.616)
H (4.795, 2.455, -3.264)
H (3.382, 1.474, -3.963)
H (4.926, 1.319, -4.516)
H (4.848, 4.648, -6.386)
H (5.904, 3.952, -4.934)
H (5.633, 3.094, -6.373)
H (2.566, 3.594, -2.050)
H (1.586, 2.484, -3.040)
H (0.785, 3.725, -2.275)
H (4.047, 5.947, -3.551)

- LUMO energy (alpha / beta) (Eh) = 0.0587 / 0.0363
- orbital gap (alpha / beta) (eV) = 6.464 / 5.855
- spin multiplicity = 8
- highest occupied orbital energy (alpha / beta) (eV) = -4.866 / -4.866
- charge = -2

Atomic partial charges in e from the Mulliken method, atoms 1 to 5: 6.1938 1.0692 -0.2750 0.9491 -0.6285

Number 1: maximum force 7.9 eV Å⁻¹. Number 2: maximum force 10.7 eV Å⁻¹.